This record from OMol25 describes a structure of composition C21H46NOP3SeTl at a distorted geometry. The level of theory is ωB97M-V/def2-TZVPD.

Structure (XYZ):
```
74
Properties=species:S:1:pos:R:3:forces:R:3:lowdin_charge:R:1
H 2.2583 1.2002 -3.4142 0.0 -0.3 0.2 0.070
C -2.4384 -3.1208 2.9411 0.2 -0.1 0.0 -0.009
H 2.4242 -2.6675 1.8033 0.1 0.2 0.0 0.072
H -2.9666 -1.4234 6.2862 0.0 -0.1 -0.2 0.104
H -2.2587 -2.0184 -6.9316 0.2 0.0 0.7 0.138
H 2.6211 3.1344 -2.1125 -0.2 -0.3 0.4 0.073
H -0.6074 -3.8354 -6.7163 0.0 0.1 0.3 0.091
H 0.7175 -5.2820 -7.5184 0.0 0.0 0.6 0.071
H 1.7347 -0.1953 0.4393 0.7 -0.4 0.5 0.016
C -2.7268 2.5342 0.1169 0.3 -0.8 -0.5 -0.258
C -1.7248 -2.1657 -5.9788 -0.1 0.6 0.9 -0.013
H -2.4322 2.7623 2.7541 0.1 -0.2 0.0 0.061
H -0.2347 4.1862 0.1282 0.0 0.0 0.3 0.033
C 0.0279 2.7302 -2.6353 -0.3 -0.2 0.5 -0.247
H -2.3978 0.9699 2.7052 0.1 0.1 0.1 0.045
C 2.6244 -1.7802 2.4141 -0.2 -0.2 0.4 -0.191
H 0.5913 -4.2818 -4.5596 -0.3 0.8 -0.3 0.099
H 2.0405 3.4911 -0.4368 0.4 -0.2 -0.3 0.044
H -1.1402 4.3071 1.6827 0.3 -0.1 -0.3 0.066
H -0.5004 3.5230 -2.0800 0.1 -0.3 -0.4 0.042
H 2.6980 -5.8257 -6.2378 -0.4 -0.2 0.2 0.067
H -0.0634 -1.1415 6.0140 -0.1 0.2 -0.2 0.109
H -3.3904 -2.7020 5.1230 0.4 0.4 0.3 0.092
H 0.8199 3.1917 -3.2517 -0.4 -0.2 0.2 0.066
H -0.6802 2.1699 -3.2677 0.2 0.3 0.3 0.047
C -2.5549 -2.1967 5.6299 -0.6 -0.6 0.4 -0.036
C -1.7999 1.8796 2.6054 0.4 -0.8 0.3 -0.263
C -1.5117 -1.9988 3.3998 0.0 0.6 0.5 -0.481
H 1.7017 -6.9445 -5.1139 -0.1 0.5 0.1 0.062
C -1.2215 -1.4931 -3.6582 0.2 0.1 0.3 -0.592
H 0.5234 3.6175 1.6632 -0.2 0.3 -0.1 0.034
P 0.8818 1.5651 -1.4553 -0.3 0.5 -3.1 0.779
Tl -1.2125 -3.2470 -0.5477 -0.1 -0.2 0.1 0.894
H 1.7927 -1.6708 3.1222 0.1 0.1 -0.3 0.047
H -3.4489 -2.7278 2.7325 0.4 -0.2 0.1 0.113
C -1.9780 -1.3383 -4.8645 0.1 0.2 0.2 -0.049
C -0.7795 -3.1876 -5.8599 -0.3 -0.1 0.0 -0.019
H 1.0003 -0.0843 -3.2765 0.4 0.3 0.2 0.007
Se -1.3779 -0.5740 -1.9397 0.1 0.5 -1.2 0.629
C 1.7367 0.5205 -2.7246 -0.1 -0.2 0.3 -0.279
H 2.4605 -0.1407 -2.2240 -0.1 0.1 -0.3 0.043
H -2.0332 -3.5926 2.0319 -0.1 0.3 0.3 -0.022
H 3.1904 2.1138 -0.7379 -0.3 0.4 -0.1 0.027
C 4.3777 -0.5080 0.5020 0.1 0.2 -0.3 -0.192
H -0.3953 -6.1882 -6.3391 0.6 0.0 0.0 0.076
H -2.5447 2.9105 -0.8991 -0.2 -0.1 0.3 0.040
P -1.1302 2.0006 0.8955 -0.8 2.2 0.3 0.823
H -2.0584 -2.9339 6.2783 0.0 0.2 -0.2 0.114
C -0.4171 3.7123 1.1017 0.3 -0.6 -0.1 -0.273
C 1.7173 -6.1752 -5.8894 -0.2 -0.3 -0.7 -0.065
N -1.6297 -1.5929 4.6919 0.1 -0.4 -1.0 -0.149
H 3.5570 -1.9488 2.9745 -0.2 0.1 -0.2 0.088
H 5.2189 -0.4003 1.2041 -0.3 0.0 -0.1 0.087
H -0.1436 -0.0988 4.5601 0.0 0.0 -0.1 0.053
P 2.8151 -0.3254 1.3852 -0.3 0.0 -0.2 0.888
H -2.7339 -0.5571 -4.9208 0.1 -0.2 0.0 0.117
C 2.6922 1.1954 2.3501 0.1 -0.1 0.1 -0.186
H 4.4375 -1.5052 0.0422 -0.1 0.2 0.2 0.078
C -0.7298 -0.6249 5.3051 -0.3 0.0 0.5 -0.029
H 1.7372 1.1625 2.9142 0.6 0.0 -0.2 0.060
C -0.2250 -2.4903 -3.6274 0.1 -0.8 0.1 -0.240
C -0.0766 -3.4081 -4.6685 0.4 0.4 0.5 -0.034
H -3.1656 3.3217 0.7462 0.2 -0.2 -0.2 0.065
H -2.5018 -3.9182 3.6915 -0.1 0.2 -0.2 0.095
H 3.5612 1.2291 3.0373 -0.5 0.2 -0.3 0.089
H 2.6879 2.0701 1.6712 0.1 -0.4 0.4 0.045
H 4.4760 0.2465 -0.2905 0.0 -0.2 0.3 0.050
O -0.7186 -1.4470 2.6062 -0.1 -0.5 0.0 -0.086
H -3.4037 1.6667 0.0783 0.1 0.4 -0.1 0.051
H 0.4252 -2.5225 -2.7342 -0.3 -0.3 -0.6 0.047
C 0.6191 -5.8289 -6.5669 0.3 -0.5 -0.5 -0.122
C 2.3432 2.6974 -1.1379 -0.3 -0.4 1.3 -0.220
H -0.9993 1.8715 3.3564 -0.2 0.0 -0.2 0.041
H -1.3481 0.0843 5.8847 0.4 -0.2 -0.3 0.107
```
Positions in Å, forces in eV/Å.

The total charge is +3. The calculation puts the gap between HOMO and LUMO (spin up / spin down) at 3.8774 / 3.8842 eV. As for the energy relative to the best compared isomer or geometry (same formula, charge and spin): 184.25 kJ/mol.

---

This record from OMol25 describes a cluster of 2 separate species, C21H47BF2NO9P2S in total at a distorted geometry. The level of theory is ωB97M-V/def2-TZVPD.

Structure (XYZ):
```
84
Properties=species:S:1:pos:R:3:forces:R:3:lowdin_charge:R:1
F 0.4215 1.3433 -3.7854 0.0 0.0 0.2 -0.025
C 0.1313 0.2801 -1.3333 -0.3 -0.6 0.1 -0.425
C 2.8345 0.4468 0.5801 0.0 -0.1 0.1 -0.163
H -0.4875 -3.8620 -1.9949 0.1 0.0 0.0 0.087
H 2.2184 -2.3613 -4.4948 0.2 0.0 0.0 0.115
C -5.8639 4.3195 3.1528 0.1 0.1 -0.1 -0.128
H 3.4846 -0.3835 0.2596 0.0 0.0 -0.1 0.102
H -6.6146 4.0939 2.3914 0.0 0.0 0.0 0.082
H 1.4259 1.9348 2.3631 0.0 0.0 -0.1 0.119
N 2.3295 -0.7194 -2.1293 -0.1 -0.6 0.0 0.024
C 2.3117 1.2896 -0.6009 0.4 -0.2 0.2 -0.136
C 4.9909 -1.6803 -2.3759 -0.5 -0.4 -0.2 -0.079
H 0.4556 -0.9261 -4.0953 0.0 0.0 0.0 0.140
H 0.0541 1.0015 1.7163 0.1 0.3 -0.1 0.062
H 3.1787 1.8271 -0.9709 -0.1 0.0 -0.1 0.099
H -4.2323 2.0785 0.5936 0.1 0.0 0.1 0.093
C 0.9612 0.9484 2.3224 -0.3 -0.6 0.1 -0.188
H -1.3574 -1.2542 -1.6896 0.1 0.0 0.1 0.096
C 0.1752 -1.4758 -3.1971 -0.2 0.4 0.3 -0.094
H 3.1444 -3.1915 -3.2137 0.1 0.1 0.1 0.088
O 1.3221 -5.3273 -3.0397 0.2 0.0 -0.3 0.153
C -1.4766 0.9865 5.2409 -0.1 0.0 -0.2 -0.167
C 1.5714 1.5679 -3.0190 0.2 0.0 -0.5 -0.316
H -1.2846 -0.6884 3.9474 -0.1 0.0 -0.2 0.117
H 0.9329 -0.5003 3.9222 0.1 0.0 0.1 0.105
S 3.8977 -0.4342 -3.0205 1.1 1.1 -0.4 0.719
H 4.9985 -2.5424 -3.0346 0.0 0.1 -0.1 0.076
H 2.1395 -5.8370 -2.9959 -0.1 0.0 0.3 0.126
H -3.0481 -1.0241 0.6236 0.1 0.0 0.1 0.103
C 2.1564 -2.8928 -3.5479 -0.1 0.0 -0.4 -0.018
H -0.7300 -3.0718 -0.4376 0.0 0.1 0.0 0.090
B 1.3732 -4.2480 -3.9032 -0.1 -0.3 0.0 -0.625
H 1.2896 -0.9308 1.3533 0.0 -0.1 -0.1 0.096
H 2.7523 3.3117 -2.6286 0.0 0.0 0.1 0.096
H -0.8964 0.5170 6.0384 0.0 0.1 0.1 0.111
H 1.3475 3.5615 -3.6424 -0.1 0.0 0.0 0.104
H -3.4191 1.7604 5.8060 -0.1 0.0 0.0 0.115
O -3.2636 2.0183 0.6302 -0.1 0.0 0.1 -0.184
C -0.6970 -0.6254 -2.2827 0.2 0.3 -0.3 -0.196
C -4.5216 1.1388 3.7380 0.4 -0.4 -0.3 -0.108
P -2.7409 0.8560 -0.3229 -0.2 0.1 -0.4 0.251
C 1.4455 -1.9723 -2.5399 0.1 -1.0 -0.4 -0.293
H 5.9613 -1.1910 -2.3675 0.0 0.1 0.1 0.092
H -1.5597 0.7988 3.0755 0.0 0.1 0.0 0.087
H 1.1405 3.4292 -1.8897 -0.1 0.0 0.0 0.058
H 4.6585 -1.9902 -1.3864 0.2 0.1 0.1 0.077
C -0.0014 -3.5885 -1.0617 -0.1 -0.2 0.0 0.017
H 2.3787 1.3360 -3.7075 0.0 -0.1 0.1 0.112
H -0.1319 -4.6998 -5.1167 0.3 -0.6 -0.2 0.127
H -6.2153 3.9459 4.1110 0.0 0.0 0.0 0.078
H 2.5483 -0.4866 2.4514 0.0 0.0 0.0 0.117
C -1.0195 0.3708 3.9186 0.2 -0.2 0.4 -0.202
F 2.4169 -3.4632 -0.9669 0.0 0.0 -0.1 0.002
C 1.5761 0.6087 -1.7918 -0.4 0.9 0.5 -0.295
O -4.6240 3.6681 2.8790 -0.3 0.6 -0.4 -0.168
O 3.6824 -0.5148 -4.4217 -0.3 -0.5 0.2 -0.219
H -5.2982 0.5563 3.2392 0.0 -0.1 0.0 0.095
O -3.6872 0.4856 -1.3833 0.0 -0.2 0.1 -0.299
H -0.4110 -2.3249 -3.5440 0.1 -0.1 0.0 0.131
H -5.7387 5.4019 3.2227 0.0 0.0 0.0 0.081
O -3.6906 0.2340 4.4368 -0.3 -0.1 0.3 -0.200
H 0.2678 -4.5106 -0.5504 0.1 0.0 0.0 0.108
O 0.7525 -4.3146 -5.1187 -0.5 1.0 0.4 0.193
H -5.0114 1.8426 4.4144 0.1 0.0 0.0 0.078
O 4.3714 0.8034 -2.4849 -0.2 -0.3 0.2 -0.244
H 1.6627 2.0607 -0.1902 -0.2 -0.1 -0.1 0.095
H -3.1162 0.1316 6.3821 0.0 -0.1 -0.1 0.119
H 0.9322 1.1461 4.4902 0.0 0.1 0.0 0.109
P -0.9518 1.7895 -1.1086 0.1 0.6 -0.5 0.982
C 1.6991 3.0573 -2.7437 0.1 0.0 -0.1 -0.017
H -3.9548 1.6920 2.9817 -0.1 -0.2 0.4 0.049
H -1.2207 2.0493 5.2386 0.0 0.0 0.0 0.112
C 1.8974 -0.0805 1.6723 0.0 0.1 0.2 -0.203
H 1.2229 -2.0120 -0.3950 0.0 0.1 0.0 0.116
H 3.5386 1.1062 1.0942 0.0 0.0 -0.1 0.131
C 1.2418 -2.7343 -1.2121 -0.1 0.6 0.4 -0.280
H -1.3440 -0.0140 -2.9129 -0.1 -0.1 0.0 0.102
H 2.7147 -1.0286 -1.2288 -0.1 0.3 0.1 0.094
H -0.4835 2.4272 0.0606 0.0 -0.4 0.2 -0.057
O -2.3208 -0.3799 0.6046 0.0 0.0 0.0 -0.163
H 0.1747 -0.2283 -0.3708 0.2 0.1 0.1 0.079
C 0.5083 0.4876 3.7296 -0.1 0.0 -0.1 -0.179
H -4.2926 4.0032 2.0407 0.1 0.2 0.1 0.070
C -2.9837 0.7973 5.5272 0.2 0.0 0.0 -0.208
```
Positions in Å, forces in eV/Å.

The total charge is +1. The calculation puts the gap between HOMO and LUMO at 8.6912 eV.

---

This record from OMol25 describes a cluster of 3 separate species, C21H47BrN2O2P in total. The level of theory is ωB97M-V/def2-TZVPD.

Structure (XYZ):
```
74
Properties=species:S:1:pos:R:3:forces:R:3:lowdin_charge:R:1
C 0.5250 1.1212 4.5916 -0.1 0.1 0.1 -0.482
N -0.0750 0.5376 3.3436 0.5 -0.3 0.0 -0.099
C -0.7410 -0.5716 -4.8906 0.0 0.0 -0.1 -0.128
O -0.3025 -0.7185 3.4318 -0.3 0.2 0.0 -0.032
H 1.2833 -5.2954 3.8349 -0.2 0.1 -0.1 0.088
H -1.1524 0.4173 5.7767 0.0 0.0 0.0 0.094
H 0.8327 -0.6897 -2.6087 0.0 0.0 0.0 0.095
H 2.1811 -0.3673 2.0464 -0.1 0.0 0.0 0.119
C -1.9553 -0.2689 -5.7657 0.0 0.0 0.0 -0.174
H -2.0051 -0.9994 -6.5756 0.0 0.0 0.0 0.111
H -3.5730 3.1615 -5.0211 0.0 0.0 0.0 0.081
H 2.4227 -2.4677 3.4990 0.0 0.0 0.0 0.042
C -0.0639 0.3472 5.7654 0.1 0.0 0.0 -0.042
P -0.4160 -4.3926 1.3676 -0.1 -0.1 0.2 0.169
H -0.1410 -5.1271 0.0959 0.0 0.1 0.0 -0.091
H 2.4123 1.0943 1.0941 0.0 0.0 0.0 0.123
H 0.2242 -0.6953 5.6736 -0.1 0.0 0.2 0.043
H -2.6845 2.9104 -3.5189 0.0 0.0 0.0 0.091
H 2.6689 2.4436 3.1494 0.0 0.0 0.0 0.098
H -2.5807 0.3459 -3.0673 0.0 0.0 0.0 0.059
C 1.6943 -3.1732 3.8983 0.0 0.1 -0.1 -0.617
H -1.0448 1.1708 -7.0766 0.0 0.0 0.0 0.123
C -1.5598 0.3833 -2.7005 -0.1 0.1 0.1 -0.030
C 2.0428 0.8973 4.5426 0.1 0.0 0.0 -0.128
C 0.1439 2.3873 1.6585 0.0 0.0 0.1 -0.034
H 0.8818 3.2688 4.2402 0.0 0.0 0.0 0.061
C -1.8737 1.1344 -6.3630 0.0 -0.1 -0.1 -0.135
H 2.2351 -0.1709 4.6823 -0.1 0.0 0.0 0.098
H -0.7048 -3.6685 2.6333 0.0 0.0 -0.1 -0.073
H -0.6242 -5.6923 2.0839 0.0 0.0 -0.1 -0.076
H 1.0729 1.0552 -2.4299 0.0 0.0 0.0 0.085
H -2.1568 3.8677 -6.5973 0.0 0.0 0.0 0.084
N -0.4893 1.8332 -4.4562 0.1 -0.3 -0.5 -0.109
C -0.5024 0.4805 -3.8005 0.0 0.0 0.3 -0.486
H 1.7590 -5.5071 1.3690 0.0 0.0 0.0 0.043
H 0.6993 3.1191 2.2389 0.0 0.0 0.0 0.055
H -0.8503 -1.5450 -4.4066 0.0 0.0 0.0 0.129
H 1.6586 0.2321 -3.8767 0.0 0.0 0.0 0.077
H -1.3954 -0.5327 -2.1323 0.1 0.0 0.0 0.095
C -0.1728 0.0371 0.9612 0.1 0.0 0.0 -0.040
H 0.3883 2.5546 0.6082 0.0 0.0 0.0 0.082
H -0.8218 2.8182 4.3866 0.0 0.0 0.0 0.087
H -0.1963 -3.0871 0.6635 0.0 0.0 0.0 -0.095
C 0.4778 0.9347 2.0084 -0.2 0.2 -0.2 -0.483
H 0.3267 0.7519 6.7014 0.0 0.0 0.0 0.087
H -1.4731 1.2229 -2.0091 0.0 0.0 0.0 0.089
H -2.8779 -0.3909 -5.1922 0.0 0.0 0.0 0.102
H -3.5014 1.5619 -4.3134 0.0 0.0 0.0 0.064
H -1.2600 0.1180 1.0008 0.0 0.0 0.0 0.097
H 3.7386 1.0643 3.2359 0.0 0.0 0.0 0.110
C -1.3010 3.5489 -5.9993 0.0 0.0 -0.1 -0.049
H 0.0868 -1.0093 1.1031 -0.1 0.0 0.0 0.045
C 0.1843 2.6077 4.7509 0.0 0.0 0.0 -0.035
C 2.6850 1.3523 3.2333 -0.1 0.0 0.0 -0.172
H 2.4925 1.4150 5.3953 0.0 0.0 0.0 0.124
C -1.6554 2.2332 -5.3145 -0.1 0.1 0.1 -0.489
H -1.0837 4.3223 -5.2615 0.0 0.0 0.0 0.092
H 0.2179 2.8635 5.8107 0.0 0.0 0.0 0.080
H 0.1655 0.3468 -0.0310 0.0 0.0 0.0 0.066
O 0.6472 2.1532 -4.9572 -0.1 0.1 0.2 -0.032
C 0.8562 0.2602 -3.1449 0.0 -0.1 0.0 -0.040
C -2.9252 2.4671 -4.4850 0.0 0.0 0.1 -0.032
Br 2.0509 -3.1749 5.8440 0.0 0.0 0.0 0.540
H 0.1517 -0.6242 -5.5215 0.0 0.1 0.0 0.124
C 1.9950 0.7108 2.0297 0.1 -0.1 0.1 -0.124
H 2.0238 -3.7632 1.2615 -0.1 0.0 0.0 0.051
H -2.7864 1.3695 -6.9187 0.0 0.0 0.0 0.122
C 1.4629 -4.5431 1.8013 0.1 -0.1 -0.1 -0.451
H -1.8493 -4.3370 1.0258 0.1 0.0 0.0 -0.114
H -0.4374 3.4451 -6.6495 0.0 0.0 0.0 0.075
H 0.6983 -2.7620 3.7869 0.0 -0.1 0.1 0.003
C 1.8559 -4.5450 3.2799 0.3 0.0 0.0 -0.387
H -0.9221 2.5766 1.7942 0.0 0.0 0.0 0.090
H 2.9128 -4.8242 3.3854 -0.1 -0.1 0.1 0.086
```
Positions in Å, forces in eV/Å.

The total charge is -1. The expectation value of S² is 2.008. The calculation puts the gap between HOMO and LUMO (spin up / spin down) at 5.4578 / 5.3982 eV. Its spin multiplicity is 3.

---

Question: What is the formula in the third record?
Answer: C21H47BrN2O2P

---

Question: The highest total charge belongs to which entry?
Answer: C21H46NOP3SeTl